This record from OMol25 describes 2 unconnected molecules or ions with the total composition CH2Cl3NO2S. The level of theory is wB97M-V/def2-TZVPD.

Each atom is followed by the atoms it is bonded to, with distances in Å.
Element x y z (Å)
1 Cl -0.978 2.147 -0.439  C8 1.782
2 Cl -2.564 -0.091 -1.294  C8 1.668
3 Cl -2.220 0.313 1.577  C8 1.693
4 S 0.708 -1.002 -0.374  O5 1.449, O6 1.437, N7 1.791
5 O 0.564 -2.345 0.153  S4 1.449
6 O 0.956 -0.706 -1.758  S4 1.437
7 N 1.845 -0.019 0.599  S4 1.791, H9 1.022, H10 1.096
8 C -1.727 0.586 -0.020  Cl1 1.782, Cl2 1.668, Cl3 1.693
9 H 2.159 0.810 0.091  N7 1.022
10 H 1.258 0.307 1.466  N7 1.096

Calculated values
Lowest unoccupied orbital energy (spin up / spin down) = -1.12 / -1.60 eV
E = -2023.18398 hartree
HOMO energy (spin up / spin down) = -9.2 / -8.9 eV
Max |F| = 2.7 eV/Å
ΔE to the lowest compared entry with this formula, charge and spin = 54.6 kcal per mole
Orbital gap (spin up / spin down) = 8.08 / 7.30 eV

=====

This record from OMol25 describes 2 unconnected molecules or ions with the total composition CH2Cl4N2. The level of theory is wB97M-V/def2-TZVPD.

Each atom is followed by the atoms it is bonded to, with distances in Å.
Element x y z (Å)
1 Cl 0.379 -2.575 0.665  C7 1.733
2 Cl 3.120 -1.205 -0.926  N6 1.631
3 Cl 3.430 1.180 0.634  Cl4 2.198, N6 1.645
4 Cl 2.246 2.840 -0.186  Cl3 2.198
5 N -0.750 -0.189 0.257  C7 1.248, H8 1.044
6 N 2.702 -0.265 0.340  Cl2 1.631, Cl3 1.645
7 C -0.423 -1.304 -0.198  Cl1 1.733, N5 1.248, H9 1.167
8 H -0.552 0.045 1.254  N5 1.044
9 H -0.606 -1.572 -1.320  C7 1.167

Calculated values
Lowest unoccupied orbital energy (spin up / spin down) = -2.02 / -2.02 eV
E = -1989.38330 hartree
HOMO energy (spin up / spin down) = -10.2 / -9.7 eV
Max |F| = 2.8 eV/Å
ΔE to the lowest compared entry with this formula, charge and spin = 50.0 kcal per mole
Orbital gap (spin up / spin down) = 8.16 / 7.67 eV

=====

This record from OMol25 describes 2 unconnected molecules or ions with the total composition CH2Cl4P2. The level of theory is wB97M-V/def2-TZVPD.

Each atom is followed by the atoms it is bonded to, with distances in Å.
Element x y z (Å)
1 Cl -1.129 1.778 1.443  P5 2.021
2 Cl -1.215 1.703 -1.583  P5 2.005
3 Cl -0.594 -1.786 1.601  P6 2.040
4 Cl -0.844 -2.039 -1.669  P6 1.970
5 P -2.053 0.749 -0.031  Cl1 2.021, Cl2 2.005, P6 2.322
6 P -0.360 -0.833 -0.188  Cl3 2.040, Cl4 1.970, P5 2.322
7 C 2.210 -0.284 0.106  H8 1.118, H9 1.126
8 H 1.921 0.401 -0.729  C7 1.118
9 H 2.064 0.311 1.051  C7 1.126

Calculated values
Lowest unoccupied orbital energy = -0.80 eV
E = -2562.71126 hartree
HOMO energy = -8.9 eV
Max |F| = 2.9 eV/Å
ΔE to the lowest compared entry with this formula, charge and spin = 76.5 kcal per mole
Orbital gap = 8.06 eV

=====

This record from OMol25 describes a single CH2Cl4P2 molecule. The level of theory is wB97M-V/def2-TZVPD.

Each atom is followed by the atoms it is bonded to, with distances in Å.
Element x y z (Å)
1 Cl -1.596 2.912 0.202  P6 2.032
2 Cl -2.436 -0.046 1.888  P5 2.036
3 Cl -4.461 -0.292 -0.438  P5 2.254
4 Cl -2.237 -2.271 -0.697  P5 2.074
5 P -2.228 -0.277 -0.123  Cl2 2.036, Cl3 2.254, Cl4 2.074, P6 2.217, C7 1.808
6 P -1.234 1.426 -1.136  Cl1 2.032, P5 2.217, C7 1.824
7 C -0.452 0.007 -0.299  P5 1.808, P6 1.824, H8 1.138, H9 1.125
8 H 0.166 0.242 0.628  C7 1.138
9 H 0.291 -0.366 -1.058  C7 1.125

Calculated values
Lowest unoccupied orbital energy = -1.20 eV
E = -2562.79501 hartree
HOMO energy = -9.3 eV
SMILES = ClP1CP1(Cl)(Cl)Cl
Max |F| = 3.5 eV/Å
ΔE to the lowest compared entry with this formula, charge and spin = 24.0 kcal per mole
Orbital gap = 8.08 eV

=====

This record from OMol25 describes 2 unconnected molecules or ions with the total composition CH2ClF2NS. The level of theory is wB97M-V/def2-TZVPD.

Each atom is followed by the atoms it is bonded to, with distances in Å.
Element x y z (Å)
1 Cl 2.787 1.235 -0.558  S2 2.054
2 S 1.484 -0.130 0.252  Cl1 2.054, F3 1.702, F4 1.738, H7 1.424
3 F 0.228 1.014 0.349  S2 1.702
4 F 2.894 -1.141 0.344  S2 1.738
5 N -2.266 -1.065 -1.217  C6 1.157
6 C -3.045 -0.437 -0.636  N5 1.157, H8 0.999
7 H 1.541 0.315 1.604  S2 1.424
8 H -3.622 0.208 -0.137  C6 0.999

Calculated values
Lowest unoccupied orbital energy = -0.83 eV
E = -1152.07536 hartree
HOMO energy = -11.4 eV
Max |F| = 4.9 eV/Å
ΔE to the lowest compared entry with this formula, charge and spin = 42.6 kcal per mole
Orbital gap = 10.61 eV

=====

This record from OMol25 describes a single CH2ClFO2S2 molecule. The level of theory is wB97M-V/def2-TZVPD.

Each atom is followed by the atoms it is bonded to, with distances in Å.
Element x y z (Å)
1 Cl 0.135 -2.104 0.213  S2 2.482, C7 1.629
2 S -2.251 -1.639 -0.288  Cl1 2.482, S3 2.032
3 S -1.862 0.344 -0.072  S2 2.032, O5 1.425, O6 1.433, H9 1.410
4 F 1.706 -0.422 -0.793  C7 1.336
5 O -3.028 1.163 -0.103  S3 1.425
6 O -0.928 0.471 1.007  S3 1.433
7 C 1.285 -0.959 0.355  Cl1 1.629, F4 1.336, H8 1.077
8 H 1.349 -0.298 1.204  C7 1.077
9 H -1.129 0.657 -1.235  S3 1.410

Calculated values
Lowest unoccupied orbital energy (spin up / spin down) = -2.25 / -1.14 eV
E = -1546.05920 hartree
HOMO energy (spin up / spin down) = -9.3 / -9.7 eV
Max |F| = 1.4 eV/Å
ΔE to the lowest compared entry with this formula, charge and spin = 79.5 kcal per mole
Orbital gap (spin up / spin down) = 7.07 / 8.54 eV

=====

This record from OMol25 describes a single CH2ClFO3S molecule. The level of theory is wB97M-V/def2-TZVPD.

Each atom is followed by the atoms it is bonded to, with distances in Å.
Element x y z (Å)
1 Cl -1.142 1.486 0.789  C7 1.724
2 S 1.277 -0.213 -0.250  F3 1.659, O4 1.389, O5 1.425, O6 1.619
3 F 1.480 0.912 0.952  S2 1.659
4 O 2.388 -1.025 -0.063  S2 1.389
5 O 1.100 0.483 -1.481  S2 1.425
6 O -0.112 -0.845 0.290  S2 1.619, C7 1.433
7 C -1.290 -0.065 0.052  Cl1 1.724, O6 1.433, H8 1.049, H9 1.087
8 H -1.713 -0.058 -0.908  C7 1.049
9 H -1.988 -0.676 0.618  C7 1.087

Calculated values
Lowest unoccupied orbital energy = 0.55 eV
E = -1223.23029 hartree
HOMO energy = -11.7 eV
SMILES = O=S(=O)(F)OCCl
Max |F| = 3.3 eV/Å
ΔE to the lowest compared entry with this formula, charge and spin = 0.0 kcal per mole
Orbital gap = 12.22 eV

=====

This record from OMol25 describes 2 unconnected molecules or ions with the total composition CH2ClI3Si. The level of theory is wB97M-V/def2-TZVPD.

Each atom is followed by the atoms it is bonded to, with distances in Å.
Element x y z (Å)
1 I -0.584 1.028 3.609  no bonds
2 I 1.793 -1.451 -2.349  Si5 2.441
3 I 2.252 1.696 0.063  Si5 2.375
4 Cl -1.467 0.863 -1.297  C6 1.809
5 Si 1.120 -0.365 -0.270  I2 2.441, I3 2.375, C6 1.943
6 C -0.813 -0.310 -0.084  Cl4 1.809, Si5 1.943, H7 1.138, H8 1.099
7 H -0.922 -1.360 -0.509  C6 1.138
8 H -1.379 -0.101 0.835  C6 1.099

Calculated values
Lowest unoccupied orbital energy (spin up / spin down) = -1.57 / -3.56 eV
E = -1682.06573 hartree
HOMO energy (spin up / spin down) = -9.9 / -7.8 eV
Max |F| = 1.8 eV/Å
ΔE to the lowest compared entry with this formula, charge and spin = 76.6 kcal per mole
Orbital gap (spin up / spin down) = 8.34 / 4.23 eV